1.
H2 | ωB97M-V/def2-TZVPD

As for the HOMO energy: -12.68 eV. The calculation puts the frontier orbital gap at 14.00 eV. For the energy above the lowest of the compared OMol25 structures with the same formula, charge and spin, the calculation gives 29.5 kcal/mol. The calculation puts the calculated total energy at -1.113939 hartree. The LUMO energy is 1.319 eV.

Geometry (Å):
H: 0.00 0.00 0.55
H: 0.00 0.00 -0.55



2.
H2 | ωB97M-V/def2-TZVPD

As for the HOMO energy: -10.58 eV. The calculation puts the frontier orbital gap at 8.62 eV. For the energy above the lowest of the compared OMol25 structures with the same formula, charge and spin, the calculation gives 108.8 kcal/mol. The calculation puts the calculated total energy at -0.987498 hartree. The LUMO energy is -1.964 eV.

Geometry (Å):
H: -0.60 -0.69 -0.26
H: 0.60 0.69 0.26



3.
H2 | ωB97M-V/def2-TZVPD

As for the HOMO energy: -11.24 eV. The calculation puts the frontier orbital gap at 10.41 eV. For the energy above the lowest of the compared OMol25 structures with the same formula, charge and spin, the calculation gives 81.1 kcal/mol. The calculation puts the calculated total energy at -1.031558 hartree. The LUMO energy is -0.835 eV.

Geometry (Å):
H: 0.41 -0.21 0.64
H: -0.41 0.21 -0.64



4.
H20HfO10 | ωB97M-V/def2-TZVPD

As for the HOMO energy: -27.04 eV. The calculation puts the frontier orbital gap at 12.18 eV. The charge is +4. For the energy above the lowest of the compared OMol25 structures with the same formula, charge and spin, the calculation gives 1.3 kcal/mol. The calculation puts the calculated total energy at -810.906609 hartree. The LUMO energy is -14.858 eV.

Geometry (Å):
Hf: 0.01 -0.01 -0.01
O: -2.10 -1.07 -0.23
H: -2.88 -0.52 -0.46
H: -2.46 -1.82 0.27
O: -1.51 1.76 -0.77
H: -1.77 1.77 -1.71
H: -2.03 2.49 -0.38
O: 2.13 -0.95 0.68
H: 3.02 -0.94 0.29
H: 2.20 -1.58 1.42
O: -0.30 -1.48 1.79
H: -0.39 -2.46 1.82
H: -0.25 -1.20 2.73
O: -0.69 -0.14 -2.27
H: -0.43 0.41 -3.03
H: -1.37 -0.76 -2.61
O: -1.54 0.90 1.71
H: -2.09 1.69 1.61
H: -2.02 0.37 2.38
O: 0.99 2.14 -0.30
H: 1.86 2.36 0.07
H: 0.78 2.84 -0.95
O: 1.84 0.04 -1.75
H: 1.82 0.22 -2.71
H: 2.79 0.07 -1.53
O: 0.29 -2.17 -0.81
H: 1.10 -2.60 -1.15
H: -0.44 -2.80 -0.98
O: 1.02 1.00 1.96
H: 0.72 1.82 2.39
H: 1.70 0.62 2.55



5.
H20NO13 | ωB97M-V/def2-TZVPD

As for the HOMO energy: -7.17 eV. The calculation puts the frontier orbital gap at 9.69 eV. The charge is -1. For the energy above the lowest of the compared OMol25 structures with the same formula, charge and spin, the calculation gives 77.8 kcal/mol. The calculation puts the calculated total energy at -1044.785066 hartree. The LUMO energy is 2.521 eV.

Geometry (Å):
N: 0.58 -0.85 0.44
O: 1.78 -0.84 0.71
O: -0.23 -0.38 1.31
O: 0.28 -0.58 -0.73
O: -2.64 0.67 3.04
H: -2.08 0.79 2.26
H: -3.05 1.55 3.22
O: 0.22 2.16 0.28
H: -0.64 2.62 0.36
H: 0.05 1.26 0.55
O: 0.32 1.17 3.37
H: 0.03 0.45 2.75
H: -0.23 1.97 3.17
O: -0.71 -1.79 -3.26
H: -1.58 -1.53 -3.09
H: -0.85 -2.71 -3.25
O: 1.88 -1.87 -2.88
H: 1.88 -1.65 -1.98
H: 0.97 -1.84 -3.18
O: -1.22 1.13 -2.59
H: -1.95 0.69 -3.01
H: -0.62 0.43 -2.25
O: 4.35 0.15 -0.30
H: 4.76 -0.21 -1.10
H: 3.81 -0.48 0.17
O: 3.02 2.00 1.65
H: 2.60 2.69 2.16
H: 2.31 1.37 1.77
O: -2.58 -2.66 0.04
H: -2.42 -1.83 0.46
H: -1.72 -2.95 -0.29
O: -2.46 0.28 0.20
H: -1.58 -0.13 0.45
H: -2.26 0.92 -0.45



6.
H20NO8 | ωB97M-V/def2-TZVPD

As for the HOMO energy: -14.34 eV. The calculation puts the frontier orbital gap at 10.91 eV. The charge is +1. For the energy above the lowest of the compared OMol25 structures with the same formula, charge and spin, the calculation gives 76.5 kcal/mol. The calculation puts the calculated total energy at -668.357712 hartree. The LUMO energy is -3.427 eV.

Geometry (Å):
N: -0.09 -0.38 -0.69
H: 0.61 -0.94 -0.10
H: 0.29 0.51 -0.97
H: -0.75 -0.02 -0.05
H: -0.40 -0.97 -1.27
O: -2.72 -2.86 -1.28
H: -3.07 -2.18 -1.84
H: -3.03 -2.62 -0.39
O: -2.09 -0.90 2.39
H: -1.65 -1.54 2.88
H: -2.49 -0.36 2.96
O: -1.82 2.72 1.18
H: -1.97 2.12 1.97
H: -0.84 2.64 0.94
O: 2.56 -0.85 2.27
H: 1.88 -1.42 2.43
H: 2.70 -0.23 3.00
O: 3.35 -1.44 -0.23
H: 2.99 -1.03 0.59
H: 3.23 -2.27 -0.46
O: 1.08 1.79 1.15
H: 1.55 2.28 0.53
H: 1.51 1.57 1.96
O: -1.19 2.18 -1.86
H: -0.69 3.09 -2.03
H: -1.77 2.47 -1.07
O: 0.69 -0.43 -3.73
H: 1.47 0.18 -3.91
H: 0.66 -1.09 -4.38



7.
H20NO8 | ωB97M-V/def2-TZVPD

As for the HOMO energy: -14.52 eV. The calculation puts the frontier orbital gap at 11.33 eV. The charge is +1. For the energy above the lowest of the compared OMol25 structures with the same formula, charge and spin, the calculation gives 78.5 kcal/mol. The calculation puts the calculated total energy at -668.354575 hartree. The LUMO energy is -3.193 eV.

Geometry (Å):
N: 0.43 -0.16 -0.02
H: 0.86 0.59 -0.28
H: -0.49 -0.14 -0.39
H: 0.27 -0.17 0.92
H: 0.90 -1.12 -0.02
O: 0.37 0.26 -3.00
H: -0.03 1.10 -3.20
H: 0.91 0.19 -3.73
O: 3.59 0.79 -1.39
H: 2.92 1.33 -1.74
H: 3.53 0.96 -0.54
O: -2.15 -2.21 0.17
H: -2.17 -2.67 0.90
H: -2.86 -1.53 0.10
O: -2.91 0.41 0.05
H: -2.67 1.00 0.73
H: -2.57 0.90 -0.79
O: -0.19 2.40 2.00
H: -1.00 2.78 1.77
H: -0.29 2.19 2.97
O: -0.72 -1.21 3.28
H: -1.32 -1.86 3.25
H: -0.04 -1.61 3.70
O: 0.42 -3.74 0.06
H: 0.41 -4.66 -0.22
H: -0.49 -3.47 -0.04
O: 1.47 2.99 -1.38
H: 1.73 3.29 -2.24
H: 2.09 3.38 -0.90



8.
H20O10 | ωB97M-V/def2-TZVPD

As for the HOMO energy: -9.95 eV. The calculation puts the frontier orbital gap at 9.42 eV. Its structure (SMILES) is O.O.O.O.O.O.O.O.O.O. For the energy above the lowest of the compared OMol25 structures with the same formula, charge and spin, the calculation gives 71.5 kcal/mol. The calculation puts the calculated total energy at -764.367909 hartree. The LUMO energy is -0.522 eV.

Geometry (Å):
O: -1.84 0.98 -1.33
H: -1.91 0.54 -2.14
H: -1.39 1.85 -1.42
O: 0.88 -3.21 0.38
H: 0.22 -3.25 1.05
H: 0.48 -3.57 -0.40
O: 0.64 3.28 -0.39
H: 1.02 4.06 -0.78
H: 1.24 2.64 -0.78
O: -0.34 2.66 -3.47
H: 0.58 2.70 -3.64
H: -0.61 1.71 -3.49
O: 2.90 -1.14 -0.16
H: 2.06 -0.74 -0.28
H: 2.88 -1.34 0.76
O: 1.10 2.03 1.98
H: 0.58 2.34 1.21
H: 0.81 2.66 2.66
O: -1.42 -3.36 1.79
H: -1.19 -2.83 2.55
H: -1.84 -2.67 1.22
O: 0.39 -0.20 -0.38
H: -0.25 0.23 -0.91
H: 0.04 -1.11 -0.21
O: -2.25 -1.54 0.14
H: -2.10 -0.59 0.23
H: -2.61 -1.61 -0.76
O: 0.42 -0.49 2.37
H: 0.51 -0.19 1.47
H: 0.99 0.18 2.71